51
Properties=species:S:1:pos:R:3:mulliken_charge:R:1 method="wB97M-V/def2-TZVPD" e_above_lowest_ev=16.5082 e_tot_ha=-1455.41908 homo_lumo_gap_ev=8.899 homo_ev=-8.52 multiplicity=1 total_charge=0 e_lumo_ev=0.376
C -2.75 1.34 -5.00 -2.13
C -2.40 0.36 -4.11 2.25
C -3.83 -0.49 -3.94 -2.15
C -1.50 -0.59 -4.64 -1.40
C -2.16 0.64 -2.54 0.68
C -2.05 1.98 -2.07 -0.45
C -1.51 2.24 -1.02 -0.80
C -1.35 1.25 -0.01 0.55
C -1.06 1.54 1.36 -1.45
S 0.67 2.31 1.36 1.12
O 1.22 2.10 2.75 -0.66
O 0.81 3.37 0.53 -0.56
C 1.52 0.87 0.34 -1.40
C 1.78 -0.46 1.05 0.78
O 1.83 -1.49 0.26 -0.57
C 3.04 -0.05 2.00 -1.64
N 2.90 -1.14 3.08 0.10
C 2.87 -0.31 4.52 -0.51
C 2.38 -1.40 5.35 -0.94
C 2.61 -2.85 4.58 -0.18
C 2.64 -2.33 3.33 0.46
O 2.53 -3.02 2.24 -0.85
C -1.66 -0.01 -0.38 -0.55
C -1.96 -0.60 -1.65 -1.45
H -3.53 2.05 -4.79 0.39
H -1.79 1.86 -5.24 0.45
H -2.92 1.04 -6.05 0.41
H -4.50 -0.05 -3.60 0.87
H -3.84 -1.41 -3.54 0.52
H -4.19 -0.79 -5.06 0.32
H -1.54 -1.12 -5.72 0.28
H -0.40 -0.31 -4.48 0.35
H -1.24 -1.68 -4.05 0.19
H -2.04 2.71 -2.87 0.34
H -1.58 3.14 -0.48 0.48
H -0.96 0.85 2.03 0.71
H -1.61 2.50 1.90 0.43
H 2.63 1.41 -0.07 0.32
H 0.91 0.63 -0.45 0.64
H 0.90 -0.50 1.61 0.20
H 2.39 -2.32 0.47 0.47
H 3.92 -0.76 1.51 0.29
H 3.02 0.86 2.29 0.88
H 2.21 0.35 4.36 0.44
H 4.00 -0.07 4.66 0.24
H 2.65 -1.45 6.36 0.52
H 1.20 -1.19 5.50 0.23
H 1.60 -3.59 4.91 0.26
H 3.53 -3.22 4.97 0.27
H -1.45 -0.65 0.35 0.44
H -1.97 -1.53 -1.90 0.78